Molecular formula: C5H13NS
Method: DFT, ωB97M-V/def2-TZVPD

Computed properties:
Largest force on an atom, Eh/bohr: 0.0276
Energy relative to the best compared isomer or geometry (same formula, charge and spin), kJ/mol: 48.36
Total energy, a.u.: -651.2255
Highest occupied orbital energy, Eh: -0.3260
LUMO, eV: 0.941
Charge: 0

Last column: Löwdin charge in e.
Geometry (Å):
C  2.13  0.73  0.22  -0.15
N  1.42  -0.47  0.60  -0.09
C  -0.08  -0.39  0.62  -0.43
C  -0.56  -1.55  1.47  -0.07
C  -0.77  -0.47  -0.73  -0.26
C  -0.76  0.78  -1.57  -0.55
S  -1.80  2.13  -0.89  0.69
H  2.03  0.98  -0.82  0.05
H  3.21  0.59  0.34  0.08
H  1.85  1.63  0.78  0.09
H  1.60  -0.69  1.57  0.09
H  -0.31  0.56  1.12  0.12
H  -0.02  -1.71  2.40  0.08
H  -0.51  -2.46  0.88  0.08
H  -1.63  -1.42  1.64  0.08
H  -1.80  -0.78  -0.56  0.11
H  -0.29  -1.29  -1.28  0.13
H  -1.02  0.67  -2.63  0.08
H  0.22  1.26  -1.56  0.03
H  -2.90  1.89  -1.61  -0.16